This record from the Open Molecules 2025 dataset describes C4H10N2O in the gas phase. The level of theory is ωB97M-V/def2-TZVPD.

```
17
Properties=species:S:1:pos:R:3:forces:R:3:lowdin_charge:R:1
N 0.54250 0.14314 -1.67681 -1.0 -0.9 1.1 0.06
C 1.55436 0.36518 1.63012 0.2 -0.5 -0.1 -0.10
C 0.30943 0.42456 0.76425 -1.8 1.6 0.0 -0.24
C 0.05944 -0.50352 -0.43072 1.9 -2.6 1.2 -0.34
C -1.40053 -0.91433 -0.52737 -1.0 0.2 0.3 -0.53
N -2.20606 0.11116 -0.94808 0.8 -1.8 1.0 0.15
O -1.89093 -1.99137 -0.18259 1.1 0.9 -0.1 0.03
H 1.00586 -0.52469 -2.26953 0.3 0.2 -0.2 0.08
H 1.09906 0.93288 -1.41507 0.6 0.1 -0.3 0.06
H 1.53710 1.12044 2.39869 -0.6 0.3 0.4 0.06
H 1.60528 -0.60674 2.14811 0.3 0.3 -0.3 0.08
H 2.49225 0.62754 1.14068 0.0 -0.6 -0.5 0.07
H 0.13736 1.44490 0.36520 0.5 -0.1 0.1 0.11
H -0.57573 0.38041 1.41358 0.2 -0.4 0.2 0.12
H 0.55964 -1.52108 -0.07739 -0.4 1.8 -1.4 0.18
H -1.67688 0.78779 -1.49267 -1.3 0.2 -0.2 0.10
H -3.15214 -0.27627 -0.84041 0.2 1.5 -1.1 0.13
```
Forces are in eV/Å.

Output
orbital gap	10.4053	eV
highest occupied orbital energy	-9.4671	eV
lowest unoccupied orbital energy	0.94	eV
spin multiplicity	1
SMILES	CC[C@H](N)C(N)=O

---

This record from the Open Molecules 2025 dataset describes C4H10N2O in the gas phase. The level of theory is ωB97M-V/def2-TZVPD.

```
17
Properties=species:S:1:pos:R:3:forces:R:3:lowdin_charge:R:1
C 0.22824 -1.32959 0.39174 -1.1 -0.2 -2.8 -0.27
C 0.63763 -0.22222 -0.64524 3.2 -1.4 0.3 -0.17
C 0.62687 1.15129 -0.00654 -1.0 -0.7 -1.3 -0.17
C -0.68177 1.54192 0.57440 2.6 2.9 3.9 -0.54
N -1.66244 1.83073 -0.29662 -0.6 -0.3 0.5 0.17
O -0.62078 2.03113 1.74378 -1.5 -1.4 -2.5 0.00
N 0.44897 -2.75990 0.19196 0.2 1.1 0.7 0.02
H 0.41878 -0.95187 1.32634 1.2 0.3 2.5 0.09
H -0.81750 -1.33623 0.37325 -2.0 0.5 0.1 0.09
H 0.11323 -0.36539 -1.58131 -0.1 0.2 -0.3 0.09
H 1.76016 -0.40584 -0.77733 -1.4 0.0 -0.7 0.13
H 0.83493 2.06434 -0.54141 -0.1 -0.1 -1.8 0.13
H 1.49668 1.25846 0.57049 0.5 -0.5 2.2 0.10
H -2.36908 2.35884 0.18736 -0.7 -0.2 -0.5 0.11
H -1.82038 1.28556 -1.13340 -0.1 0.3 0.3 0.11
H 1.38983 -3.05776 0.26438 0.9 -0.3 -0.2 0.05
H 0.01663 -3.09346 -0.64185 -0.1 -0.2 -0.5 0.06
```
Forces are in eV/Å.

Output
orbital gap	10.0129	eV
highest occupied orbital energy	-9.2444	eV
lowest unoccupied orbital energy	0.77	eV
spin multiplicity	1
SMILES	NCCCC(N)=O

---

This record from the Open Molecules 2025 dataset describes 2 unconnected molecules or ions with the total composition C4H10N2O. The level of theory is ωB97M-V/def2-TZVPD.

```
17
Properties=species:S:1:pos:R:3:forces:R:3:lowdin_charge:R:1
C -1.32143 -0.53895 0.22881 0.2 0.7 -1.3 -0.01
C -1.58655 0.52911 1.23658 0.2 0.0 0.1 -0.12
C 0.38794 -0.52518 -2.11297 -0.6 -0.2 0.1 -0.01
N 0.26919 -0.11050 -0.92491 0.1 -1.2 1.0 0.02
H -1.36565 -1.55909 0.58067 0.5 0.0 -0.1 0.09
H -1.89589 -0.40363 -0.68165 -0.2 0.0 0.0 0.07
H -0.49242 -0.64892 -2.74277 0.0 0.0 0.0 0.08
H 1.34212 -0.84650 -2.53015 0.1 0.3 0.1 0.09
H -1.32097 1.51396 0.85201 0.0 0.0 0.0 0.07
H -1.05907 0.33447 2.16649 0.1 0.0 -0.1 0.08
H -2.66471 0.54436 1.44354 0.1 -0.1 -0.1 0.08
N 1.83178 0.95746 0.64573 0.0 0.3 0.4 0.07
C 1.43761 -0.34022 0.17405 -0.9 -0.2 0.8 -0.59
O 0.76834 -1.09433 1.01351 0.7 0.5 -0.4 -0.17
H 1.02092 1.46879 0.97551 0.1 -0.1 0.1 0.05
H 2.32624 1.52941 -0.02819 0.0 -0.2 -0.1 0.07
H 2.32255 -0.81025 -0.29626 -0.3 0.1 -0.4 0.13
```
Forces are in eV/Å.

Output
orbital gap (spin up / spin down)	8.6421 / 8.6414	eV
highest occupied orbital energy (spin up / spin down)	-8.5455 / -8.5450	eV
lowest unoccupied orbital energy (spin up / spin down)	0.10 / 0.10	eV
spin multiplicity	1

---

This record from the Open Molecules 2025 dataset describes C4H10N2O in the gas phase. The level of theory is ωB97M-V/def2-TZVPD.

```
17
Properties=species:S:1:pos:R:3:forces:R:3:lowdin_charge:R:1
C 1.09976 0.33460 1.17036 -1.6 0.0 2.2 -0.32
C -2.12174 0.25079 0.04348 0.3 -1.9 1.6 -0.16
C 0.20789 -0.86414 -1.40132 -0.4 -0.1 0.6 -0.02
N 1.24580 0.99437 -0.12733 -0.3 -0.3 -0.2 0.04
C 0.04785 0.45017 -0.68494 -2.0 0.6 -1.1 -0.45
O 1.77510 -0.87650 1.21709 0.3 -0.5 -0.2 -0.05
N -1.06762 1.03574 -0.41561 2.9 0.7 0.2 -0.03
H 2.55911 -0.80177 0.65805 0.0 0.1 0.1 0.10
H 1.11447 1.99411 0.00526 -0.1 -0.1 0.1 0.12
H 1.47686 1.03229 1.92978 -0.1 -0.1 0.0 0.12
H -0.08452 0.03303 1.56584 3.3 1.0 -1.2 0.15
H -3.02268 0.84713 0.17362 0.0 -0.2 0.4 0.07
H -2.33980 -0.63680 -0.56158 -0.2 -0.2 0.1 0.06
H -1.59839 -0.18669 1.11710 -2.4 1.0 -2.3 0.13
H 1.14173 -0.84762 -1.95914 -0.1 -0.1 -0.1 0.08
H 0.22618 -1.70063 -0.69937 0.3 0.0 0.1 0.09
H -0.65999 -1.05807 -2.03130 0.1 0.2 -0.2 0.08
```
Forces are in eV/Å.

Output
orbital gap	9.4877	eV
highest occupied orbital energy	-8.5688	eV
lowest unoccupied orbital energy	0.92	eV
spin multiplicity	1
SMILES	C/N=C(\C)NCO

---

This record from the Open Molecules 2025 dataset describes 2 unconnected molecules or ions with the total composition C4H10N2O. The level of theory is ωB97M-V/def2-TZVPD.

```
17
Properties=species:S:1:pos:R:3:forces:R:3:lowdin_charge:R:1
C 1.61355 -0.47743 -0.67271 0.6 0.5 -0.1 -0.23
C 1.33268 0.45218 -1.85430 0.1 0.0 0.1 -0.09
C 0.56903 -1.45264 -0.51576 -0.2 -0.3 0.2 -0.24
N -0.26234 -2.23025 -0.40061 -0.4 -0.4 0.0 0.16
H 1.67171 0.09114 0.26017 0.0 -0.1 -0.1 0.11
H 2.55819 -1.00995 -0.82098 -0.1 0.1 0.1 0.12
H 1.25801 -0.11696 -2.77623 0.0 0.0 -0.1 0.08
H 2.14262 1.17331 -1.95210 0.0 0.0 0.0 0.08
H 0.40245 0.99177 -1.70146 -0.1 0.1 0.0 0.07
C -1.58002 1.03382 0.90531 -0.4 -0.3 0.1 -0.13
N -0.80909 0.07857 1.68279 0.3 -0.3 -0.1 -0.17
O -1.59785 -1.08679 1.93621 -0.2 0.4 0.1 -0.11
H -1.36347 -1.71312 1.23198 0.3 0.2 0.0 0.02
H -0.63320 0.45357 2.60864 -0.1 -0.1 0.0 0.10
H -0.97331 1.92449 0.75874 0.1 0.1 0.0 0.07
H -1.79439 0.57526 -0.06167 0.0 0.1 0.0 0.07
H -2.53460 1.31297 1.37195 0.1 0.0 0.0 0.08
```
Forces are in eV/Å.

Output
orbital gap	9.9119	eV
highest occupied orbital energy	-9.0698	eV
lowest unoccupied orbital energy	0.84	eV
spin multiplicity	1
SMILES	CCC#N.CNO

---

This record from the Open Molecules 2025 dataset describes C4H10N2O in the gas phase. The level of theory is ωB97M-V/def2-TZVPD.

```
17
Properties=species:S:1:pos:R:3:forces:R:3:lowdin_charge:R:1
O -2.30629 1.36767 0.18184 -0.1 0.4 0.3 0.07
C -1.11626 1.35233 0.33290 0.2 -0.8 -0.3 -0.23
C -0.20705 0.49448 -0.53587 0.5 -0.3 0.4 -0.36
C 0.44759 1.36627 -1.62067 -0.8 0.2 0.1 -0.03
N 0.75811 -0.26810 0.25133 0.4 -0.9 -0.7 -0.04
C 0.46996 -1.68745 0.35502 0.4 -0.9 0.5 -0.32
N 1.54986 -2.27313 1.10629 0.7 2.0 0.0 0.01
H -0.59754 1.90907 1.14152 -0.1 0.2 0.0 0.13
H -0.84094 -0.27832 -0.96716 -0.2 0.2 -0.3 0.13
H 1.47289 1.11513 -1.81982 0.4 -0.3 0.2 0.07
H 0.38434 2.39852 -1.29579 0.3 0.4 -0.1 0.07
H -0.09204 1.30892 -2.56236 -0.2 0.0 0.0 0.08
H 1.13012 -0.00013 1.14669 -0.4 0.9 0.1 0.11
H -0.48842 -1.86334 0.86395 0.0 -0.2 0.0 0.12
H 0.46537 -2.20276 -0.60669 -0.5 0.6 -0.5 0.11
H 1.61713 -3.08760 1.61905 -0.9 -1.8 0.8 0.04
H 2.44769 -1.84700 1.01989 0.2 0.3 -0.4 0.06
```
Forces are in eV/Å.

Output
orbital gap	9.7178	eV
highest occupied orbital energy	-8.6381	eV
lowest unoccupied orbital energy	1.08	eV
spin multiplicity	1
SMILES	C[C@H](C=O)NCN

---

This record from the Open Molecules 2025 dataset describes C4H10N2O in the gas phase. The level of theory is ωB97M-V/def2-TZVPD.

```
17
Properties=species:S:1:pos:R:3:forces:R:3:lowdin_charge:R:1
C -0.34186 1.70078 2.01281 0.9 -0.2 -1.6 -0.10
C -0.48971 0.51970 1.02249 1.5 -0.9 0.2 -0.27
N 0.46737 0.56431 -0.17581 -2.3 0.8 -1.3 -0.06
C -0.20034 -0.11405 -1.41348 -0.1 0.3 2.7 -0.12
C -0.04759 -1.60868 -1.26401 0.1 -1.2 -1.9 -0.56
N 1.22668 -2.10080 -1.20700 1.0 1.0 0.5 0.15
O -0.98032 -2.36427 -1.46341 -0.4 0.1 0.7 0.04
H 0.70011 1.97096 2.17740 0.3 -0.5 0.1 0.07
H -0.75372 1.43709 2.97944 -0.5 0.3 -0.1 0.07
H -0.70856 2.59612 1.50911 -0.7 0.1 0.6 0.07
H -1.54926 0.43370 0.72386 0.4 -0.2 0.0 0.11
H -0.12160 -0.38234 1.55244 -0.9 0.2 -0.2 0.11
H 0.40108 1.53896 -0.46629 0.5 0.2 0.1 0.08
H 0.19658 0.21155 -2.35283 0.9 0.2 -0.3 0.11
H -1.27108 0.13454 -1.49214 0.2 -0.3 0.3 0.11
H 2.02457 -1.47630 -1.13543 -0.5 0.0 0.2 0.10
H 1.44765 -3.06127 -1.00713 -0.6 -0.1 -0.1 0.10
```
Forces are in eV/Å.

Output
orbital gap	10.5949	eV
highest occupied orbital energy	-9.6557	eV
lowest unoccupied orbital energy	0.94	eV
spin multiplicity	1
SMILES	CCNCC(N)=O

---

What are the energy relative to the best compared isomer or geometry (same formula, charge and spin) values for these records? In order: 30.0; 49.0; 117.8; 92.8; 69.9; 57.3; 32.3 kcal per mole.